81
Properties=species:S:1:pos:R:3:forces:R:3 method="wB97M-V/def2-TZVPD" total_charge=+2 gap_ev="6.796 / 6.795" total_energy_ev=-167608.2966
Co -0.10953 -0.65818 -0.39263 -0.5371 0.0395 0.2433
O 3.09718 3.17445 -2.21233 0.0199 0.0168 0.0035
C 2.17112 3.03512 -3.16434 0.0087 0.0071 -0.0406
C 2.30543 3.85042 -4.29464 -0.0002 -0.0232 0.0303
C 1.40258 3.76824 -5.32644 -0.0041 0.0026 0.0095
C 0.32921 2.86949 -5.27342 -0.0132 -0.0177 0.0178
C 0.18715 2.06823 -4.17026 0.0045 -0.0093 -0.0312
C 1.09259 2.13033 -3.09476 0.0225 0.0045 -0.0058
C 0.87931 1.25864 -1.95236 -0.0634 0.0652 0.1324
O -0.13409 0.45303 -1.94383 0.0067 -0.1770 -0.2031
N 1.71712 1.31628 -0.91414 0.0671 0.0220 -0.0720
N 1.34590 0.40784 0.00406 0.2261 -0.0424 0.1905
C 1.99098 0.16968 1.08992 -0.0998 0.0101 -0.0732
C 1.38365 -0.86814 1.91062 -0.0649 0.0344 -0.0119
C 1.87468 -1.27072 3.14402 -0.0092 0.0121 -0.0392
C 1.19404 -2.24729 3.85042 -0.0601 -0.0256 -0.0349
C 0.03551 -2.79044 3.30924 0.0456 0.0087 0.0162
C -0.39985 -2.34547 2.07558 0.0516 -0.0124 -0.0438
N 0.25433 -1.41050 1.37958 0.1964 -0.0705 -0.0254
H 2.91248 2.55305 -1.48276 -0.0169 0.0072 0.0148
H 3.13851 4.53847 -4.32546 0.0096 0.0047 0.0021
H 1.52534 4.40859 -6.18967 0.0003 0.0019 -0.0074
H -0.37613 2.81610 -6.09067 -0.0045 -0.0022 -0.0079
H -0.63390 1.36692 -4.10128 0.0029 0.0305 0.0017
H 2.89477 0.70235 1.35698 0.0056 0.0136 -0.0003
H 2.77432 -0.81691 3.53622 0.0045 0.0083 -0.0025
H 1.55689 -2.57646 4.81430 -0.0009 -0.0066 0.0123
H -0.52868 -3.54870 3.83236 -0.0037 -0.0049 0.0082
H -1.29941 -2.74273 1.62446 -0.0139 0.0053 0.0016
C -2.24541 3.01037 -1.50161 0.0508 0.0021 -0.0227
C -2.97096 2.07722 -0.54258 -0.0037 0.0884 0.1524
Sb -1.67040 0.98538 0.73228 0.1136 -0.1503 -0.1960
C -0.59924 2.49020 1.78606 0.0823 0.0327 0.0078
C -1.49681 3.44176 2.57024 -0.0287 -0.0064 0.0218
C -2.95074 0.08610 2.17532 0.0442 -0.0888 0.0209
C -4.26632 0.83693 2.35777 -0.0239 0.0050 0.0389
H -2.96541 3.57388 -2.09614 -0.0132 0.0002 0.0067
H -1.60075 2.45928 -2.18364 -0.0392 0.0317 -0.0202
H -1.62732 3.73973 -0.97489 0.0068 0.0002 0.0103
H -3.59021 1.34598 -1.05608 -0.0337 -0.0324 -0.0166
H -3.60693 2.63546 0.14814 -0.0384 -0.0228 -0.0370
H -0.00200 3.02271 1.04328 0.0064 -0.0211 -0.0209
H 0.10010 1.97207 2.44419 0.0177 0.0048 0.0290
H -2.23443 3.92834 1.93078 -0.0060 0.0064 -0.0045
H -0.89648 4.22768 3.02825 -0.0022 0.0088 0.0086
H -2.02750 2.92775 3.37240 -0.0110 0.0024 -0.0131
H -2.37855 0.02498 3.10291 -0.0192 0.0424 0.0334
H -3.14068 -0.93354 1.83773 0.0403 0.0193 -0.0199
H -4.11891 1.87592 2.65336 0.0071 -0.0103 0.0021
H -4.85652 0.35407 3.13661 -0.0221 0.0190 0.0061
H -4.85984 0.82509 1.44407 -0.0035 0.0084 -0.0116
S -2.05687 -1.90894 -0.84505 0.1084 0.2706 0.0210
C -2.33165 -1.28751 -2.44552 0.0610 -0.0165 -0.0913
N -1.48708 -1.66105 -3.43619 -0.0968 0.1383 -0.0914
C -1.63538 -1.25235 -4.70784 0.0255 -0.0491 0.1300
C -2.69477 -0.44600 -5.01854 -0.0668 0.0401 0.0389
C -3.52198 -0.07015 -3.95853 0.0395 -0.0381 -0.1302
N -3.34262 -0.47485 -2.70720 -0.0581 -0.1204 0.0202
H -0.65082 -2.17715 -3.15535 0.0852 -0.1200 0.0386
H -0.89340 -1.58981 -5.41776 0.0090 -0.0031 -0.0053
H -2.86514 -0.10444 -6.02756 -0.0088 -0.0012 -0.0058
H -4.36542 0.58913 -4.12826 -0.0014 0.0167 0.0010
C 3.80020 -4.12544 -0.43410 0.0475 0.0045 -0.0322
N 2.39401 -4.45277 -0.25531 -0.0536 0.0689 -0.0187
C 1.34463 -3.75396 -0.70562 -0.0931 -0.0124 0.0775
Se 1.39656 -2.15624 -1.68742 0.0739 0.0259 0.0476
N 0.22334 -4.39209 -0.33414 0.0290 0.0113 -0.1459
C 0.54453 -5.54900 0.36544 0.0100 -0.0244 0.0562
C -0.23693 -6.53702 0.94894 0.0080 -0.0042 -0.0007
C 0.44017 -7.56508 1.57736 -0.0119 0.0069 -0.0013
C 1.84072 -7.60619 1.62393 0.0112 0.0047 0.0025
C 2.61617 -6.62065 1.04353 -0.0104 0.0059 0.0000
C 1.93334 -5.58748 0.41476 -0.0418 -0.0381 0.0130
H 3.87982 -3.10520 -0.79838 0.0087 -0.0150 0.0028
H 4.25092 -4.80604 -1.15477 0.0048 0.0036 0.0108
H 4.31015 -4.21728 0.52306 -0.0002 0.0092 -0.0086
H -0.69504 -4.05839 -0.60237 0.0219 0.0061 0.0129
H -1.31700 -6.51446 0.90446 -0.0131 -0.0013 -0.0049
H -0.12311 -8.36380 2.03910 -0.0056 -0.0045 0.0032
H 2.32502 -8.43423 2.12194 0.0037 -0.0063 0.0020
H 3.69586 -6.66128 1.07408 0.0096 -0.0008 -0.0026

---

83
Properties=species:S:1:pos:R:3:forces:R:3 method="wB97M-V/def2-TZVPD" total_charge=-1 gap_ev="3.672 / 4.697" total_energy_ev=-96024.0407 spin_multiplicity=6
Fe -0.10270 1.28004 1.24863 -0.3537 -0.1337 0.1735
C -0.65295 -6.16568 -2.56867 0.0058 -0.0098 -0.0162
O -1.63036 -5.22203 -2.21553 0.0300 0.0523 0.0479
C -1.73177 -4.10815 -3.03561 -0.0084 -0.0428 0.0031
C -2.55194 -3.07793 -2.58757 0.0014 0.0313 -0.0129
C -2.71804 -1.92286 -3.32975 -0.1173 0.0019 0.1236
C -2.06303 -1.74482 -4.56740 0.1022 0.0534 -0.2629
C -1.27186 -2.81714 -5.00632 0.0748 -0.1259 -0.0136
C -1.09538 -3.97692 -4.26296 -0.0355 0.0691 -0.0078
N -2.16239 -0.66020 -5.42251 -0.2811 0.2135 0.2205
N -2.59643 0.51963 -4.95997 0.3660 -0.2503 0.1983
C -2.26407 0.92354 -3.68029 -0.0311 0.0362 -0.2107
C -3.11821 1.80126 -3.02192 -0.0535 0.0584 0.2206
C -2.93752 2.17659 -1.68091 -0.2703 0.0050 -0.2495
C -1.88009 1.71919 -0.92447 0.2857 -0.1403 0.3143
O -1.72841 1.96182 0.37910 -0.0446 0.0405 -0.2512
C -0.89040 0.96485 -1.61152 0.0071 -0.0373 -0.0011
N 0.23386 0.63814 -0.89380 -0.0325 0.0741 0.0326
C 1.22637 0.04842 -1.52286 0.2179 0.1431 0.0189
C 1.19917 -0.28558 -2.88006 -0.0233 0.0606 0.0651
C 0.05560 -0.02213 -3.59390 -0.0459 -0.0405 -0.0424
C -1.04386 0.59444 -2.97581 0.0278 -0.0172 -0.1236
H -0.62616 -6.90477 -1.76938 -0.0079 0.0085 0.0042
H 0.33582 -5.70389 -2.66769 -0.0012 -0.0030 0.0169
H -0.89403 -6.67222 -3.51003 -0.0081 0.0022 -0.0055
H -3.06426 -3.19843 -1.63954 -0.0122 -0.0103 0.0182
H -3.36623 -1.14307 -2.94905 0.0301 -0.0397 -0.0148
H -0.78129 -2.71326 -5.96749 0.0031 0.0036 0.0041
H -0.46502 -4.76288 -4.65669 0.0114 -0.0081 0.0002
H -3.99387 2.13641 -3.56518 -0.0153 -0.0020 0.0191
H -3.67268 2.80936 -1.19457 -0.0008 -0.0011 -0.0129
H 2.12519 -0.13989 -0.94274 -0.0167 -0.1013 0.0893
H 2.06116 -0.74989 -3.33880 0.0017 0.0023 -0.0055
H -0.01699 -0.28002 -4.64206 0.0146 0.0341 0.0094
O 1.76035 1.17852 2.51657 0.4249 -0.0903 -0.4355
N 2.79554 1.68481 1.94712 -0.3100 -0.1325 0.2299
N 2.50630 2.65814 1.17773 0.4961 0.3025 -0.3758
O 1.28770 3.07537 0.97905 -0.1498 -0.1684 0.0059
C 3.57666 3.26761 0.40900 -0.6173 -0.3036 0.3996
C 3.21073 4.01165 -0.69586 0.1518 0.1306 -0.1577
C 4.21099 4.60427 -1.45788 -0.0862 -0.0638 0.0646
C 5.54338 4.44786 -1.10840 0.0517 -0.0021 0.0024
C 5.88479 3.69572 0.01022 -0.0870 -0.0060 0.0138
C 4.89964 3.09934 0.78219 0.1902 0.0541 -0.0478
H 2.16458 4.10740 -0.94559 -0.0024 -0.0155 0.0104
H 3.93849 5.18258 -2.33080 0.0153 0.0035 -0.0067
H 6.31864 4.90984 -1.70594 0.0010 0.0024 -0.0014
H 6.92310 3.57374 0.28979 0.0117 0.0078 -0.0150
H 5.14802 2.51396 1.65484 -0.0268 -0.0054 -0.0023
C -1.03385 1.92799 3.19306 0.3706 0.1415 0.0485
H -2.07634 2.24843 3.21728 -0.0529 -0.1337 -0.0332
H -0.78699 1.27018 4.02746 -0.0299 0.1370 0.0562
C 0.86016 -1.83396 1.24619 0.0762 -0.0541 0.0679
N -0.16627 -1.03860 1.94794 0.0657 0.0825 0.0189
C -1.48285 -1.61519 1.61164 -0.0748 0.0544 -0.0585
N -1.57108 -3.02597 1.98699 0.0182 0.0134 -0.0051
C -0.51304 -3.75657 1.28445 0.0312 -0.0395 0.0063
N 0.82420 -3.24743 1.61999 -0.0834 0.0287 -0.0370
C 1.01061 -3.35019 3.06454 0.0391 -0.0334 0.0126
N -0.01057 -2.61364 3.80993 -0.0207 0.0113 -0.0239
C 0.04836 -1.21065 3.40037 -0.1951 0.0139 0.0210
C -1.32306 -3.14061 3.42216 -0.0402 0.0151 0.0291
H 1.84131 -1.41392 1.48067 -0.0160 0.0048 -0.0001
H 0.67450 -1.76089 0.18071 0.0197 0.0559 -0.1627
H -1.64415 -1.51055 0.53638 -0.0048 -0.0058 -0.0055
H -2.25326 -1.04738 2.13735 0.0020 0.0177 -0.0101
H -0.67373 -3.66559 0.20988 0.0046 -0.0254 -0.0508
H -0.56916 -4.81210 1.56116 -0.0052 0.0057 -0.0117
H 1.99277 -2.94911 3.32559 0.0033 -0.0073 -0.0051
H 0.97092 -4.40317 3.35477 0.0009 0.0020 -0.0035
H 1.01214 -0.77877 3.66320 0.0493 -0.0037 -0.0165
H -0.74031 -0.66919 3.92358 0.0466 -0.0524 -0.0224
H -2.09685 -2.58790 3.96026 0.0071 -0.0036 0.0073
H -1.38009 -4.19383 3.70782 0.0045 0.0028 0.0001
C -0.97127 4.51633 5.12666 -0.1064 0.0807 0.0564
Te 0.05913 3.64717 3.46985 0.0906 -0.0360 0.1626
C -1.02377 4.81653 2.10418 -0.0089 0.0030 -0.1236
H -2.03327 4.49779 4.88842 -0.0294 0.0267 0.0786
H -0.64372 5.53425 5.33371 0.0123 0.0128 -0.0226
H -0.77889 3.88493 5.99206 -0.0271 0.0146 0.0316
H -1.00985 5.84969 2.44429 -0.0300 0.0159 -0.0266
H -2.03089 4.40692 2.07775 -0.0205 0.0416 -0.0221
H -0.56700 4.71227 1.12502 0.0198 -0.0273 0.0100

---

72
Properties=species:S:1:pos:R:3:forces:R:3 method="wB97M-V/def2-TZVPD" gap_ev=6.855 total_energy_ev=-42944.0086
C 0.03022 0.62273 2.32249 -0.1584 0.0549 1.2621
C -1.29073 0.82028 1.85418 -0.3504 0.3247 0.7700
C -1.81180 -0.42785 1.48289 -0.6742 -0.0454 0.0812
H -1.80076 1.76490 1.77093 -0.0563 0.0612 0.0109
C -0.80994 -1.39820 1.70195 0.0664 -0.6642 0.8334
C 0.32461 -0.74485 2.23498 -0.6649 -0.3646 1.5424
H -0.86765 -2.44244 1.45236 -0.0793 -0.1830 0.0441
C 1.59338 1.68783 -0.42616 0.3062 1.8209 -0.7731
C 0.34722 2.30656 -0.18783 0.8671 1.0463 -0.2556
C -0.53345 1.94199 -1.22720 -0.4365 0.5054 -0.4744
H 0.10610 2.94241 0.64462 -0.0426 -0.0098 0.1038
C 0.17958 1.12208 -2.13712 0.2290 0.3691 -0.4989
C 1.48484 0.97633 -1.63451 0.4783 0.7908 -0.9532
H -2.77947 -0.60268 1.04489 -0.1446 -0.0628 -0.0007
H 1.26685 -1.20969 2.46147 -0.1660 -0.0519 0.0193
H 0.70626 1.39273 2.65368 0.0025 0.0569 0.0083
H 2.25642 0.35625 -2.05212 0.1047 -0.0379 -0.0809
H -1.56254 2.24458 -1.31274 -0.1007 0.0762 -0.0189
H 2.46892 1.74025 0.19794 -0.1115 -0.0200 -0.0778
In 0.00000 0.00000 0.00000 2.3931 -1.7327 0.3943
C -0.32658 0.52178 -3.42170 0.1164 0.0699 -0.0588
C 0.55178 1.02106 -4.57403 -0.0400 -0.0296 -0.1179
C -1.77481 0.91638 -3.69763 -0.0288 -0.0339 0.0254
H 0.67977 2.09995 -4.51107 -0.0333 0.0481 0.0269
H 0.09800 0.78785 -5.53784 -0.0311 -0.0760 -0.1014
H 1.53915 0.56602 -4.54638 0.1283 -0.0101 0.0555
H -1.84476 1.96709 -3.97242 0.0157 0.0759 0.0311
H -2.41227 0.75325 -2.83153 -0.0904 -0.0527 0.0997
H -2.17473 0.33125 -4.52561 -0.0312 -0.0325 -0.1504
C -0.20853 -1.01619 -3.37930 -0.2239 0.2465 -0.1945
C -1.12503 -1.63789 -2.38211 -0.9821 0.0708 1.0186
H 0.80038 -1.30038 -3.07972 0.1403 -0.0049 -0.0031
H -0.37112 -1.42198 -4.37411 -0.1137 -0.2054 -0.1439
O -1.25713 -1.17961 -1.22759 -0.0039 -1.3871 -0.8877
N -1.86441 -2.71261 -2.71510 0.2492 0.3276 -1.1238
C -2.50390 -3.65210 -1.81878 -0.1861 -0.1258 0.6823
H -2.19305 -2.68613 -3.66785 0.3953 -0.4908 -0.1676
C -3.69643 -3.12245 -1.05513 -0.1083 0.3719 -0.2409
C -3.93252 -3.43602 0.27653 -0.0896 -0.0320 -0.1096
H -3.26838 -4.08910 0.82538 0.1921 -0.0094 -0.0446
C -5.05182 -2.93111 0.92653 0.0086 -0.0637 -0.0312
H -5.22380 -3.19929 1.95981 -0.0224 0.0528 0.0405
C -5.93798 -2.10299 0.25744 0.0046 0.0239 -0.0232
H -6.80868 -1.71063 0.76604 0.0112 0.0075 0.0072
C -5.70395 -1.78179 -1.07398 -0.0249 0.0059 0.0089
H -6.39071 -1.13732 -1.60668 -0.0154 0.0117 0.0037
C -4.59254 -2.29050 -1.72439 -0.0186 -0.0712 0.1663
H -4.41958 -2.03929 -2.76513 -0.0103 0.0404 0.0244
H -1.76300 -4.04463 -1.12219 0.1076 0.1582 0.0356
H -2.80677 -4.50327 -2.42824 -0.0146 0.0214 -0.1045
C 4.89060 -0.36274 4.11958 0.1214 -0.0336 -0.2346
N 4.69291 0.59338 3.01318 -0.1428 0.0964 0.3101
C 4.82683 1.96767 3.53473 0.0220 -0.1046 -0.3481
C 3.37458 0.39372 2.35552 0.4192 -0.3096 -0.0701
C 3.39945 -0.63586 1.17898 -0.1608 -0.6996 -0.8602
C 4.61154 -1.34020 0.96499 -0.7837 0.2943 0.0040
C 4.73894 -2.30483 -0.02665 -0.2719 -0.0414 -0.1419
C 3.66427 -2.61171 -0.84363 0.1760 -0.1386 -0.1085
C 2.46058 -1.93678 -0.69273 0.9636 0.4142 0.9545
C 2.28305 -0.93653 0.27373 -0.1032 -0.0209 0.7411
H 4.16136 -0.18290 4.94098 0.2435 -0.1067 -0.2147
H 5.91891 -0.26030 4.52794 -0.6098 -0.0094 -0.2410
H 4.76945 -1.40841 3.76836 0.0115 0.6459 0.1181
H 4.75976 2.70199 2.70301 -0.0361 -0.4910 0.4669
H 4.02987 2.19422 4.27873 0.3346 0.0454 -0.1803
H 5.82099 2.10839 4.01053 -0.6223 -0.2166 -0.2176
H 2.64536 0.13516 3.13978 -0.0298 -0.2913 -0.1928
H 3.02830 1.36906 2.01921 0.1102 0.0533 -0.2681
H 5.48998 -1.16246 1.56701 -0.0900 0.3165 0.1898
H 5.67935 -2.82516 -0.15382 0.0393 0.0113 0.0207
H 3.76837 -3.37238 -1.60611 0.0220 -0.1182 -0.0712
H 1.64872 -2.20049 -1.34408 -0.3753 -0.1375 -0.3153